Formula: CH4ClF
Source: OMol25
Level of theory: ωB97M-V/def2-TZVPD

Cartesian coordinates (Å):
Cl  2.28126  -0.52565  0.00276
F  -1.86506  -0.78964  -0.00369
C  -0.74708  0.01694  0.00871
H  0.15241  -0.60550  -0.03255
H  1.68242  0.60550  -0.04355
H  -0.73601  0.61346  0.92727
H  -0.76793  0.68489  -0.85896

As for the HOMO-LUMO gap: 0.4461 Eh. The SMILES is CF.Cl. The value obtained for the total energy is -16341.15568 eV. The spin multiplicity is 1. The energy above the lowest of the compared OMol25 structures with the same formula, charge and spin comes out at 12.50 kcal/mol.

Löwdin atomic charge list, values in e, 4 entries:
1. Cl 0.3726
2. F -0.1026
3. C -0.1706
4. H -0.0540

Formula: CH4ClN2OS
Source: OMol25
Level of theory: ωB97M-V/def2-TZVPD

Cartesian coordinates (Å):
Cl  0.63832  2.02449  -0.09725
S  0.76002  0.75125  1.54641
O  -0.28205  1.06141  2.48428
N  0.89903  -1.05186  -1.40826
N  -1.29969  -0.16588  0.06193
C  -0.04871  -0.08710  0.22986
H  1.42159  -1.86068  -1.16762
H  -1.92102  0.12169  0.74380
H  -1.75059  -0.57812  -0.75151
H  1.58310  -0.21521  -1.64164

As for the HOMO-LUMO gap (alpha / beta): 0.3515 / 0.3515 Eh. The value obtained for the total energy is -29475.22816 eV. The spin multiplicity is 1. The energy above the lowest of the compared OMol25 structures with the same formula, charge and spin comes out at 93.07 kcal/mol. Its total charge is +1.

Löwdin atomic charge list, values in e, 4 entries:
1. Cl 0.4896
2. S 0.7621
3. O -0.4243
4. N 0.1478

Formula: CH4ClN3
Source: OMol25
Level of theory: ωB97M-V/def2-TZVPD

Cartesian coordinates (Å):
Cl  -1.34089  1.76424  0.61470
N  0.43198  -0.65459  0.11975
N  -1.37364  0.46492  -0.47333
N  1.10303  -0.15933  1.07551
C  -0.07920  0.22191  -1.00037
H  -0.13701  -0.54029  -1.74337
H  -0.24866  -1.40819  0.49340
H  0.70094  0.90713  -1.02248
H  0.94345  -0.59580  1.93619

As for the HOMO-LUMO gap (alpha / beta): 0.2704 / 0.3342 Eh. The value obtained for the total energy is -18089.84099 eV. The spin multiplicity is 1. The energy above the lowest of the compared OMol25 structures with the same formula, charge and spin comes out at 85.73 kcal/mol.

Löwdin atomic charge list, values in e, 4 entries:
1. Cl 0.5182
2. N -0.1371
3. N -0.4775
4. N 0.0640

Formula: CH4ClN3
Source: OMol25
Level of theory: ωB97M-V/def2-TZVPD

Cartesian coordinates (Å):
Cl  -1.87901  -1.08818  0.02018
N  -2.32427  1.45783  -0.05710
N  -2.84764  0.41489  0.08031
N  1.21184  0.31163  -0.04763
C  1.67971  -0.84650  -0.07558
H  1.14347  -1.59248  -0.64873
H  -1.31264  1.55833  -0.21092
H  1.73845  0.98101  0.51194
H  2.59009  -1.19653  0.42754

As for the HOMO-LUMO gap: 0.3848 Eh. The SMILES is [H]/N=N\Cl.C=N. The value obtained for the total energy is -18091.67955 eV. The spin multiplicity is 1. The energy above the lowest of the compared OMol25 structures with the same formula, charge and spin comes out at 43.33 kcal/mol.

Löwdin atomic charge list, values in e, 4 entries:
1. Cl 0.4077
2. N -0.0076
3. N -0.4441
4. N -0.0001

Formula: CH4ClNO
Source: OMol25
Level of theory: ωB97M-V/def2-TZVPD

Cartesian coordinates (Å):
Cl  -2.23806  0.19298  0.03526
O  -0.23888  -1.63931  0.04466
N  0.34109  0.59602  -0.00382
C  -0.53216  -0.40222  -0.40287
H  0.36935  0.53066  0.96809
H  0.07409  1.58080  -0.20891
H  -0.34117  -0.60319  -1.47039
H  -0.07974  -1.69126  1.03667

As for the HOMO-LUMO gap (alpha / beta): 0.1752 / 0.2483 Eh. The value obtained for the total energy is -17155.25344 eV. The spin multiplicity is 3. The energy above the lowest of the compared OMol25 structures with the same formula, charge and spin comes out at 43.15 kcal/mol.

Löwdin atomic charge list, values in e, 4 entries:
1. Cl 0.4877
2. O -0.0679
3. N 0.1498
4. C -0.9795

Formula: CH4ClPS2
Source: OMol25
Level of theory: ωB97M-V/def2-TZVPD

Cartesian coordinates (Å):
Cl  0.90070  2.50383  -0.35686
S  -1.95805  1.32286  -0.06539
S  -3.89429  0.99043  -0.19824
P  1.48345  1.19105  0.99615
C  2.19963  -0.15124  -0.07688
H  2.25730  -1.07326  0.46788
H  1.43679  0.05000  -0.84204
H  -4.11716  0.43461  1.02424
H  3.18446  0.02028  -0.39211

As for the HOMO-LUMO gap (alpha / beta): 0.3014 / 0.2225 Eh. The value obtained for the total energy is -44581.94624 eV. The spin multiplicity is 1. The energy above the lowest of the compared OMol25 structures with the same formula, charge and spin comes out at 80.61 kcal/mol.

Löwdin atomic charge list, values in e, 4 entries:
1. Cl 0.0733
2. S -0.0229
3. S 0.1998
4. P 0.3541

Formula: CH4ClPS2
Source: OMol25
Level of theory: ωB97M-V/def2-TZVPD

Cartesian coordinates (Å):
Cl  2.76742  0.69282  0.19686
S  1.59520  -1.86038  -1.84617
S  2.11383  -2.01087  2.06698
P  1.56003  -0.80897  0.63057
C  -0.12634  0.05655  1.17329
H  -0.39424  0.95304  0.50113
H  -0.26914  0.30828  2.13986
H  -0.69031  -0.90118  0.98002
H  0.42450  -2.51172  -1.60092

As for the HOMO-LUMO gap (alpha / beta): 0.3005 / 0.2137 Eh. The value obtained for the total energy is -44581.47635 eV. The spin multiplicity is 3. The energy above the lowest of the compared OMol25 structures with the same formula, charge and spin comes out at 12.86 kcal/mol.

Löwdin atomic charge list, values in e, 4 entries:
1. Cl 0.2025
2. S 0.2859
3. S 0.2320
4. P -0.2520

Formula: CH4F2NP
Source: OMol25
Level of theory: ωB97M-V/def2-TZVPD

Cartesian coordinates (Å):
P  -1.82764  0.80230  -0.56863
F  -2.41804  -0.66178  -0.06845
F  -2.30041  1.54898  0.77528
N  0.63818  0.65917  0.29683
C  1.23990  -0.53233  -0.30405
H  1.34067  -0.07866  -1.37780
H  0.45325  0.33168  1.19306
H  2.22277  -0.62790  0.18211
H  0.65130  -1.44145  -0.12836

As for the HOMO-LUMO gap (alpha / beta): 0.2906 / 0.3247 Eh. The value obtained for the total energy is -17314.25958 eV. The spin multiplicity is 1. The energy above the lowest of the compared OMol25 structures with the same formula, charge and spin comes out at 70.69 kcal/mol.

Löwdin atomic charge list, values in e, 4 entries:
1. P 0.9537
2. F -0.3827
3. F -0.3573
4. N -0.1332